1.
{
  "formula": "C5H10OS",
  "method": "ωB97M-V with the def2-TZVPD basis set",
  "lumo_ev": 0.89,
  "charge": 0,
  "smiles": "CSCCCC=O",
  "symbols": ["C", "S", "C", "C", "C", "C", "O", "H", "H", "H", "H", "H", "H", "H", "H", "H", "H"],
  "positions_angstrom": [[1.887, 2.237, -1.065], [0.166, 1.704, -0.892], [0.360, -0.075, -0.973], [-0.035, -0.802, 0.300], [-1.508, -0.694, 0.653], [-1.827, -1.640, 1.791], [-2.565, -2.584, 1.682], [2.480, 1.774, -0.273], [2.323, 1.998, -2.039], [1.878, 3.307, -0.907], [1.380, -0.385, -1.214], [-0.195, -0.495, -1.810], [0.620, -0.433, 1.095], [0.284, -1.838, 0.198], [-1.814, 0.323, 0.903], [-2.124, -1.000, -0.190], [-1.310, -1.396, 2.740]]
}


2.
{
  "formula": "C7H11NO",
  "method": "ωB97M-V with the def2-TZVPD basis set",
  "lumo_ev": 1.01,
  "charge": 0,
  "smiles": "C1=C[C@@H]2CNCC[C@@H]1O2",
  "symbols": ["C", "C", "C", "C", "N", "C", "C", "C", "O", "H", "H", "H", "H", "H", "H", "H", "H", "H", "H", "H"],
  "positions_angstrom": [[-1.739, -1.155, -0.442], [-2.306, 0.031, -0.110], [-1.214, 0.806, 0.643], [-0.003, 1.655, -0.117], [1.316, 1.012, -0.404], [1.866, -0.192, 0.287], [1.095, -1.616, 0.119], [-0.290, -1.031, 0.015], [-0.477, -0.224, 1.216], [-2.141, -2.048, -0.914], [-3.243, 0.402, -0.309], [-1.637, 1.426, 1.412], [-0.369, 2.073, -1.121], [0.186, 2.547, 0.485], [1.381, 0.981, -1.449], [1.910, 0.120, 1.383], [2.943, -0.272, -0.012], [1.379, -2.193, 0.951], [1.388, -1.997, -0.840], [-0.044, -0.326, -0.792]]
}


3.
{
  "formula": "C9H14",
  "method": "ωB97M-V with the def2-TZVPD basis set",
  "lumo_ev": [-4.38, -8.49],
  "s2": 0.7715,
  "charge": 1,
  "multiplicity": 2,
  "symbols": ["C", "C", "H", "H", "H", "H", "H", "H", "C", "C", "C", "C", "C", "C", "C", "H", "H", "H", "H", "H", "H", "H", "H"],
  "positions_angstrom": [[-4.254, 1.140, -1.609], [-3.107, 0.131, -1.539], [-4.017, 1.986, -0.838], [-4.280, 1.710, -2.550], [-5.217, 0.869, -1.378], [-2.120, 0.703, -1.300], [-2.983, -0.410, -2.454], [-3.545, -0.548, -0.710], [2.511, 1.871, 1.049], [2.395, -0.484, 0.147], [1.695, 0.607, 0.662], [1.842, -1.787, -0.055], [0.289, 0.476, 0.925], [0.494, -1.988, 0.236], [-0.211, -0.876, 0.789], [3.425, -0.258, -0.003], [2.528, -2.505, -0.410], [2.676, 1.682, 2.018], [1.752, 2.724, 0.841], [-0.333, 1.095, 1.529], [-0.062, -2.887, 0.053], [-1.152, -0.928, 1.162], [3.408, 2.217, 0.407]]
}


4.
{
  "formula": "C5H11N",
  "method": "ωB97M-V with the def2-TZVPD basis set",
  "lumo_ev": 1.04,
  "charge": 0,
  "smiles": "C/C=C(\\C)NC",
  "symbols": ["C", "C", "C", "C", "N", "C", "H", "H", "H", "H", "H", "H", "H", "H", "H", "H", "H"],
  "positions_angstrom": [[-0.967, -1.794, 1.552], [-0.714, -0.320, 1.146], [-0.042, 0.029, 0.041], [0.323, -1.030, -0.968], [0.396, 1.370, -0.088], [0.965, 1.828, -1.346], [-1.390, -1.878, 2.539], [-1.693, -2.196, 0.853], [0.083, -2.244, 1.467], [-1.210, 0.366, 1.852], [0.544, -2.012, -0.508], [1.294, -0.703, -1.420], [-0.411, -1.042, -1.794], [-0.495, 1.821, 0.124], [1.179, 2.887, -1.269], [1.925, 1.297, -1.467], [0.213, 1.650, -2.110]]
}


5.
{
  "formula": "C4H12S",
  "method": "ωB97M-V with the def2-TZVPD basis set",
  "lumo_ev": 0.94,
  "charge": 0,
  "smiles": "CCS.CC",
  "symbols": ["C", "C", "S", "H", "H", "H", "H", "H", "H", "C", "C", "H", "H", "H", "H", "H", "H"],
  "positions_angstrom": [[0.642, 1.059, -1.429], [-0.498, 1.502, -0.511], [-1.777, 0.218, -0.354], [1.305, 0.327, -0.958], [1.333, 1.895, -1.608], [0.259, 0.677, -2.369], [-0.157, 1.606, 0.507], [-0.921, 2.400, -0.941], [-2.327, 0.349, -1.568], [0.977, -1.822, 1.185], [2.259, -0.982, 1.458], [1.090, -2.171, 0.170], [1.093, -2.754, 1.743], [0.066, -1.307, 1.462], [2.804, -0.665, 0.571], [1.990, -0.025, 1.908], [2.947, -1.486, 2.122]]
}


6.
{
  "formula": "C2H7N3S",
  "method": "ωB97M-V with the def2-TZVPD basis set",
  "lumo_ev": [-0.42, 0.72],
  "charge": 0,
  "symbols": ["C", "C", "N", "N", "N", "S", "H", "H", "H", "H", "H", "H", "H"],
  "positions_angstrom": [[1.120, -0.468, 0.085], [-0.218, -1.380, -0.142], [0.727, 0.839, 0.519], [0.718, 1.675, -0.510], [-1.319, -0.663, -0.507], [-2.188, 0.484, 0.299], [1.845, -1.078, 0.608], [1.743, -0.368, -0.789], [0.181, -2.004, -0.840], [-0.369, -1.804, 0.918], [0.156, 1.037, 1.256], [0.337, 2.560, -0.139], [-2.733, 1.171, -0.758]]
}


7.
{
  "formula": "C31H33FN4O2S",
  "method": "ωB97M-V with the def2-TZVPD basis set",
  "lumo_ev": -0.02,
  "charge": 0,
  "smiles": "CCN1CCN(CCNC(=O)c2ccc(/C=C3\\Sc4ccccc4N(Cc4ccccc4F)C3=O)cc2)CC1",
  "symbols": ["C", "C", "N", "C", "C", "N", "C", "C", "N", "C", "O", "C", "C", "C", "C", "C", "C", "S", "C", "C", "C", "C", "C", "C", "N", "C", "C", "C", "C", "C", "C", "C", "F", "C", "O", "C", "C", "C", "C", "H", "H", "H", "H", "H", "H", "H", "H", "H", "H", "H", "H", "H", "H", "H", "H", "H", "H", "H", "H", "H", "H", "H", "H", "H", "H", "H", "H", "H", "H", "H", "H", "H"],
  "positions_angstrom": [[0.876, 9.866, 1.413], [0.897, 8.392, 1.803], [2.188, 7.780, 1.540], [2.429, 7.549, 0.130], [3.849, 7.036, -0.072], [4.036, 5.786, 0.641], [5.349, 5.226, 0.384], [5.488, 3.792, 0.909], [4.388, 2.955, 0.500], [3.432, 2.549, 1.372], [3.496, 2.758, 2.570], [2.316, 1.776, 0.758], [1.039, 1.896, 1.303], [-0.012, 1.170, 0.789], [0.187, 0.265, -0.260], [-0.935, -0.518, -0.729], [-0.929, -1.773, -1.219], [0.535, -2.716, -1.443], [-0.086, -4.341, -1.160], [0.841, -5.310, -0.803], [0.440, -6.608, -0.560], [-0.903, -6.928, -0.662], [-1.828, -5.967, -1.023], [-1.441, -4.653, -1.292], [-2.374, -3.707, -1.717], [-3.679, -4.166, -2.157], [-4.617, -4.609, -1.061], [-5.676, -5.453, -1.385], [-6.589, -5.865, -0.433], [-6.463, -5.441, 0.879], [-5.422, -4.603, 1.229], [-4.519, -4.197, 0.262], [-3.513, -3.386, 0.657], [-2.215, -2.344, -1.670], [-3.120, -1.602, -2.008], [1.468, 0.156, -0.807], [2.515, 0.904, -0.308], [3.777, 6.004, 2.055], [2.358, 6.524, 2.246], [1.742, 10.367, 1.836], [0.891, 9.995, 0.334], [-0.026, 10.335, 1.798], [0.719, 8.316, 2.879], [0.079, 7.855, 1.288], [2.312, 8.488, -0.414], [1.716, 6.810, -0.282], [4.022, 6.864, -1.138], [4.558, 7.807, 0.279], [5.488, 5.215, -0.703], [6.158, 5.838, 0.822], [6.427, 3.370, 0.533], [5.507, 3.771, 1.999], [4.186, 2.921, -0.486], [0.895, 2.570, 2.134], [-1.000, 1.272, 1.215], [-1.912, -0.063, -0.626], [1.878, -5.024, -0.720], [1.165, -7.357, -0.284], [-1.240, -7.934, -0.460], [-2.867, -6.250, -1.080], [-3.546, -4.976, -2.881], [-4.137, -3.311, -2.669], [-5.777, -5.788, -2.407], [-7.399, -6.520, -0.716], [-7.172, -5.760, 1.627], [-5.293, -4.253, 2.241], [1.637, -0.496, -1.650], [3.501, 0.783, -0.735], [3.870, 5.060, 2.590], [4.489, 6.734, 2.479], [2.181, 6.690, 3.311], [1.648, 5.758, 1.887]]
}


8.
{
  "formula": "C23H48N2O3",
  "method": "ωB97M-V with the def2-TZVPD basis set",
  "lumo_ev": [2.95, 2.94],
  "s2": 0.7541,
  "charge": -1,
  "multiplicity": 2,
  "symbols": ["C", "C", "C", "C", "C", "C", "N", "C", "O", "O", "C", "C", "C", "C", "N", "O", "H", "H", "H", "H", "H", "H", "H", "H", "H", "H", "H", "H", "H", "H", "H", "H", "H", "H", "H", "H", "C", "C", "C", "C", "C", "C", "H", "H", "H", "H", "H", "H", "H", "H", "H", "H", "H", "H", "H", "H", "C", "C", "C", "C", "C", "C", "H", "H", "H", "H", "H", "H", "H", "H", "H", "H", "H", "H", "H", "H"],
  "positions_angstrom": [[3.463, -1.133, -3.446], [2.526, -0.477, -2.409], [2.054, -1.581, -1.435], [1.302, 0.169, -3.096], [0.910, 1.593, -2.671], [-0.107, 2.135, -3.673], [-1.383, 1.406, -3.736], [0.316, 1.708, -1.228], [-0.476, 2.651, -1.057], [0.693, 0.869, -0.407], [2.146, 2.480, -2.734], [3.436, 1.917, -2.090], [3.797, 2.759, -0.856], [4.592, 2.022, -3.089], [3.285, 0.520, -1.618], [4.327, 0.056, -1.044], [4.330, -0.519, -3.672], [3.844, -2.079, -3.064], [2.917, -1.352, -4.362], [1.103, -1.321, -0.989], [2.802, -1.748, -0.666], [1.917, -2.508, -1.998], [1.497, 0.219, -4.174], [0.447, -0.495, -2.980], [0.352, 2.107, -4.668], [-0.320, 3.178, -3.449], [-1.551, 0.905, -2.871], [-1.344, 0.711, -4.470], [2.367, 2.711, -3.782], [1.878, 3.429, -2.271], [4.823, 2.571, -0.550], [3.098, 2.561, -0.048], [3.723, 3.812, -1.132], [4.864, 3.070, -3.205], [5.451, 1.445, -2.754], [4.290, 1.662, -4.074], [-6.681, -0.694, -0.372], [-5.559, -0.523, 0.650], [-4.557, 0.570, 0.279], [-3.799, 0.337, -1.027], [-3.017, -0.977, -1.081], [-1.932, -1.061, -0.012], [-6.291, -0.980, -1.350], [-7.383, -1.468, -0.058], [-7.240, 0.237, -0.492], [-5.040, -1.476, 0.784], [-6.000, -0.278, 1.621], [-3.841, 0.687, 1.096], [-5.086, 1.527, 0.206], [-3.104, 1.170, -1.171], [-4.495, 0.376, -1.871], [-2.551, -1.058, -2.069], [-3.697, -1.832, -1.000], [-1.223, -0.236, -0.105], [-1.370, -1.994, -0.099], [-2.362, -1.031, 0.991], [1.659, -2.422, 6.520], [0.757, -1.213, 6.285], [-0.506, -1.540, 5.490], [-0.255, -2.066, 4.075], [0.564, -1.137, 3.179], [-0.096, 0.214, 2.928], [2.014, -2.846, 5.580], [2.536, -2.147, 7.107], [1.124, -3.206, 7.062], [1.324, -0.429, 5.778], [0.462, -0.798, 7.253], [-1.132, -0.646, 5.439], [-1.088, -2.286, 6.043], [-1.225, -2.248, 3.600], [0.239, -3.041, 4.131], [0.717, -1.631, 2.217], [1.562, -0.988, 3.603], [-1.070, 0.082, 2.458], [0.507, 0.815, 2.248], [-0.235, 0.783, 3.852]]
}


9.
{
  "formula": "C3H9NO2S",
  "method": "ωB97M-V with the def2-TZVPD basis set",
  "lumo_ev": 6.06,
  "charge": -2,
  "symbols": ["C", "C", "S", "N", "C", "O", "H", "H", "H", "H", "H", "H", "H", "H", "H", "O"],
  "positions_angstrom": [[-0.024, 0.855, -0.350], [0.646, 0.165, -1.570], [1.920, 1.304, -2.385], [-1.435, 0.598, -0.126], [-1.608, -0.014, 1.223], [-1.288, -1.369, 1.382], [0.755, 0.592, 0.364], [0.175, 1.941, -0.454], [-0.081, -0.041, -2.338], [1.283, -0.705, -1.449], [-1.843, -0.055, -0.795], [-2.632, 0.126, 1.593], [-1.081, 0.607, 1.902], [-0.776, -1.722, 2.398], [0.584, -2.274, 2.781], [-0.162, -2.302, 3.396]]
}


10.
{
  "formula": "C20H36CaF18O18P3",
  "method": "ωB97M-V with the def2-TZVPD basis set",
  "lumo_ev": 2.04,
  "charge": -1,
  "symbols": ["Ca", "P", "F", "F", "F", "F", "F", "F", "P", "F", "F", "F", "F", "F", "F", "P", "F", "F", "F", "F", "F", "F", "C", "C", "C", "O", "C", "O", "O", "H", "H", "H", "H", "H", "H", "C", "C", "C", "O", "C", "O", "O", "H", "H", "H", "H", "H", "H", "C", "O", "C", "O", "O", "C", "H", "H", "H", "H", "H", "H", "C", "O", "C", "O", "O", "C", "H", "H", "H", "H", "H", "H", "C", "O", "C", "O", "O", "C", "H", "H", "H", "H", "H", "H", "C", "O", "C", "O", "O", "C", "H", "H", "H", "H", "H", "H"],
  "positions_angstrom": [[9.140, -3.072, 1.853], [7.737, -2.677, 4.661], [8.476, -2.926, 6.045], [6.483, -3.604, 5.043], [6.968, -1.345, 5.077], [7.175, -2.571, 3.144], [9.009, -1.734, 4.211], [8.690, -3.863, 3.972], [12.437, -1.906, 2.189], [10.792, -1.753, 2.213], [12.567, -0.805, 1.057], [12.449, -0.778, 3.355], [14.035, -2.053, 2.296], [12.278, -3.035, 3.367], [12.273, -3.062, 1.079], [6.927, -4.973, 0.295], [7.301, -4.990, 1.918], [6.374, -6.483, 0.393], [5.476, -4.474, 0.762], [6.710, -4.904, -1.286], [7.488, -3.449, 0.248], [8.442, -5.471, 0.056], [11.943, -4.823, 6.108], [11.502, -3.646, 6.932], [10.569, -3.945, 8.127], [11.155, -3.232, 9.209], [12.352, -2.749, 8.871], [13.057, -2.084, 9.558], [12.673, -3.134, 7.606], [12.640, -5.401, 6.719], [12.477, -4.460, 5.232], [11.162, -5.529, 5.824], [11.072, -2.819, 6.365], [10.496, -5.000, 8.406], [9.555, -3.622, 7.913], [3.530, -1.187, 5.155], [4.052, -1.274, 3.731], [3.959, -2.655, 3.062], [3.339, -2.304, 1.809], [2.959, -1.025, 1.769], [2.427, -0.504, 0.834], [3.243, -0.416, 2.915], [3.879, -1.997, 5.797], [2.442, -1.275, 5.224], [3.775, -0.200, 5.547], [5.046, -0.831, 3.649], [3.263, -3.307, 3.593], [4.933, -3.128, 3.005], [7.119, -0.186, 7.980], [8.477, -0.438, 7.839], [9.256, 0.307, 7.035], [8.874, 1.102, 6.218], [10.481, -0.160, 7.159], [11.451, 0.364, 6.254], [6.911, 0.760, 8.487], [6.510, -0.965, 8.437], [6.596, -0.110, 7.019], [11.162, 0.215, 5.217], [12.376, -0.181, 6.438], [11.674, 1.405, 6.490], [4.735, -6.426, 3.232], [3.432, -6.134, 2.667], [3.182, -6.723, 1.492], [3.909, -7.436, 0.885], [1.949, -6.471, 1.077], [1.107, -5.538, 1.699], [4.798, -5.813, 4.124], [5.440, -6.082, 2.475], [4.885, -7.491, 3.387], [0.489, -5.991, 2.483], [0.370, -5.214, 0.961], [1.635, -4.670, 2.089], [8.269, -6.643, 6.479], [7.904, -7.954, 6.857], [7.984, -8.317, 8.118], [8.424, -7.669, 9.023], [7.461, -9.541, 8.201], [7.522, -10.141, 9.487], [9.132, -6.272, 7.040], [7.463, -5.929, 6.628], [8.683, -6.664, 5.474], [7.024, -9.547, 10.252], [8.565, -10.181, 9.816], [7.170, -11.161, 9.397], [8.807, 1.330, 2.797], [7.711, 1.297, 1.859], [7.466, 0.172, 1.254], [8.155, -0.832, 1.343], [6.290, 0.248, 0.651], [5.854, -0.750, -0.246], [9.713, 0.980, 2.302], [8.574, 0.642, 3.607], [8.943, 2.338, 3.165], [6.090, -1.747, 0.133], [6.317, -0.741, -1.235], [4.773, -0.685, -0.329]]
}


11.
{
  "formula": "C10H23AlAs2BeCl4F6LiN3NaO7",
  "method": "ωB97M-V with the def2-TZVPD basis set",
  "lumo_ev": -6.97,
  "charge": 1,
  "symbols": ["C", "C", "C", "O", "As", "C", "C", "N", "N", "C", "O", "H", "H", "H", "H", "H", "H", "H", "H", "H", "H", "H", "H", "H", "H", "H", "H", "O", "C", "N", "C", "H", "H", "H", "H", "H", "Li", "Al", "O", "H", "F", "As", "F", "F", "F", "F", "F", "C", "Cl", "Cl", "Cl", "H", "Cl", "Be", "C", "O", "O", "O", "Na"],
  "positions_angstrom": [[-2.675, 1.157, -3.653], [-1.448, 1.883, -3.121], [-0.738, 1.150, -1.969], [-0.992, -0.209, -2.003], [-0.716, -1.172, -0.374], [0.786, -2.155, -1.303], [1.685, -2.875, -0.327], [3.129, -2.855, -0.744], [0.707, 0.261, 0.314], [0.953, 0.049, 1.468], [1.209, -0.148, 2.594], [-2.980, 1.711, -4.550], [-3.479, 1.240, -2.937], [-2.528, 0.139, -3.971], [-0.759, 2.063, -3.936], [-1.762, 2.845, -2.724], [0.324, 1.368, -2.074], [-1.134, 1.616, -1.054], [-1.860, -0.373, 0.292], [-1.730, -2.253, -0.825], [-0.484, -1.980, 0.943], [1.323, -1.402, -1.867], [0.301, -2.839, -1.983], [1.401, -3.913, -0.243], [1.676, -2.405, 0.650], [3.148, -2.617, -1.723], [3.600, -2.083, -0.284], [2.710, -3.637, -3.730], [2.544, -4.504, -4.625], [3.211, -5.651, -4.624], [1.571, -4.269, -5.733], [3.081, -6.348, -5.336], [3.865, -5.842, -3.882], [1.862, -3.371, -6.275], [0.580, -4.119, -5.307], [1.534, -5.104, -6.427], [0.120, 2.154, 1.082], [4.486, -3.056, -2.772], [-0.578, 3.331, 3.475], [-0.155, 3.211, 4.348], [-0.588, 0.719, 7.310], [0.832, 0.419, 6.437], [0.709, 1.896, 5.539], [-0.023, -0.395, 5.202], [2.355, 0.063, 5.499], [1.123, -1.102, 7.217], [1.797, 1.209, 7.590], [-3.197, 4.658, 5.915], [-1.659, 3.859, 6.248], [-4.523, 3.500, 5.979], [-3.468, 5.989, 7.037], [-3.156, 5.065, 4.915], [-1.347, 4.585, 2.801], [2.949, -1.610, 5.461], [-2.356, 4.853, -1.283], [-3.527, 4.660, -1.681], [-1.917, 4.509, -0.138], [-1.436, 5.369, -1.980], [-4.358, 2.753, -2.862]]
}


Number 1: energy -669.91684 hartree. Number 2: energy -403.16734 hartree. Number 3: energy -350.93375 hartree. Number 4: energy -251.80567 hartree. Number 5: energy -557.75791 hartree. Number 6: energy -642.66734 hartree. Number 7: energy -2068.68074 hartree. Number 8: energy -1240.41605 hartree. Number 9: energy -723.04147 hartree. Number 10: energy -5638.29063 hartree. Number 11: energy -8423.84959 hartree.